Arrangement P

CH3IOS2 | ωB97M-V/def2-TZVPD

```
! RIJCOSX wB97M-V def2-TZVPD def2/J DEFGRID3
* xyz 0 1
C 1.68270 -0.34202 -0.10289
O -0.67331 0.47940 0.95710
S 1.25926 0.97235 -1.26140
S 0.69672 0.94073 0.80234
I -4.13495 -0.30405 -0.23486
H 1.12373 -1.32375 -0.02292
H 2.69768 -0.45593 0.42869
H -2.65184 0.03327 -0.56606
*
```

Properties
* HOMO level: -9.65 eV
* LUMO: -0.00807 Eh
* Kohn-Sham gap: 9.431 eV

***

Arrangement Q

CH3IOS2 | ωB97M-V/def2-TZVPD

```
! RIJCOSX wB97M-V def2-TZVPD def2/J DEFGRID3
* xyz 0 1
C 1.19574 -0.30269 0.21857
O -0.87037 0.77562 -1.43295
S -0.04796 0.47063 1.29569
S -1.56931 0.94881 -0.18206
I -3.25715 -0.86654 0.02599
H 1.01597 -1.29218 -0.06985
H 2.09687 -0.06106 0.88472
H 1.43620 0.32741 -0.74010
*
```

Properties
* HOMO level: -9.34 eV
* LUMO: -0.03776 Eh
* Kohn-Sham gap: 8.314 eV

***

Which one sits at the bottom of the stability order? arrangement P does.

***

Arrangement P

C3H8O4 | ωB97M-V/def2-TZVPD

```
! RIJCOSX wB97M-V def2-TZVPD def2/J DEFGRID3
* xyz 0 1
C -0.71329 0.78434 0.47365
C 0.73222 -0.48103 1.19065
C 1.58346 -0.76154 0.02180
O -1.87700 0.46369 -1.85977
O -1.48369 -0.08847 -0.02213
O -0.70905 0.09310 -2.48350
O -1.12674 1.63307 1.45693
H -0.89166 -0.79780 -2.83042
H -2.05136 1.43058 1.66431
H -0.02316 1.31997 -0.18817
H 1.09680 0.18185 1.96656
H 0.12113 -1.29329 1.56450
H 2.45397 -0.10676 -0.02311
H 1.87495 -1.81243 -0.01366
H 1.01341 -0.56526 -0.91762
*
```

Properties
* HOMO level (spin up / spin down): -9.46 / -8.65 eV
* LUMO (spin up / spin down): -0.03406 / 0.00191 Eh
* Kohn-Sham gap (spin up / spin down): 8.538 / 8.705 eV

***

Arrangement Q

C3H8O4 | ωB97M-V/def2-TZVPD

```
! RIJCOSX wB97M-V def2-TZVPD def2/J DEFGRID3
* xyz 0 1
O -1.75592 0.74103 0.97576
C -2.22716 0.11701 0.06715
O -3.34252 0.49479 -0.57529
O -1.81451 -1.02869 -0.42467
H -3.70429 1.29484 -0.17019
H -0.94520 -1.33686 -0.05492
C 2.29305 0.46413 0.03876
C 0.85725 -0.03180 0.17766
O 0.74907 -1.44514 0.09254
H 2.32246 1.53383 0.22478
H 2.94431 -0.03130 0.75414
H 2.66900 0.28165 -0.96711
H 0.25879 0.44690 -0.60798
H 0.45536 0.24347 1.15206
H 1.24031 -1.74388 -0.68270
*
```

Properties
* HOMO level: -10.64 eV
* LUMO: 0.02519 Eh
* Kohn-Sham gap: 11.329 eV

***

Which one sits at the bottom of the stability order? arrangement P does.